[1]
Molecular formula: C13H21NO2S3
Method: DFT, wB97M-V/def2-TZVPD

Geometry as XYZ:
```
40
Properties=species:S:1:pos:R:3:forces:R:3
C 2.510068 -2.855295 2.668794 -0.16 0.13 -0.57
H 1.872258 -2.150912 3.194443 0.03 0.04 0.13
H 2.437940 -3.833428 3.134172 0.00 -0.04 0.03
H 3.545190 -2.527405 2.661533 0.06 0.02 0.11
S 1.918747 -3.083758 0.967965 0.06 -0.12 0.14
C 2.078001 -1.491322 0.234966 0.02 -0.17 0.12
C 1.710723 -1.395648 -1.109689 0.06 0.00 0.22
C 1.778013 -0.182666 -1.761877 -0.02 0.01 -0.08
C 2.208266 0.936752 -1.070368 0.12 0.53 -0.40
C 2.590622 0.851758 0.253730 0.07 0.09 0.07
C 2.528755 -0.363281 0.913993 -0.05 0.05 -0.07
H 2.829625 -0.417477 1.947496 0.03 -0.02 0.09
H 2.942479 1.741048 0.753471 0.07 0.07 0.13
S 2.204327 2.534574 -1.877396 -0.28 0.39 0.39
O 3.213074 3.364108 -1.289050 -0.09 -0.12 0.27
O 2.185170 2.325505 -3.291083 -0.23 -0.31 -0.01
N 0.748314 3.234152 -1.457744 0.96 -0.05 -0.25
H 0.772896 3.690018 -0.560496 0.19 0.08 0.18
C -0.457224 2.511457 -1.770658 -0.46 -0.33 -0.14
C -0.959167 1.647396 -0.612695 -0.28 -0.48 0.04
H -0.117186 1.190014 -0.092477 -0.03 0.12 0.02
H -1.545932 2.243398 0.086866 0.09 0.06 0.05
S -2.005398 0.308085 -1.275267 -0.06 -0.01 0.19
C -2.610397 -0.571571 0.252336 0.19 0.33 -0.30
C -1.430188 -1.068618 1.074387 -0.10 0.04 -0.13
H -1.792148 -1.690705 1.891444 -0.03 -0.07 0.14
H -0.865910 -0.242539 1.503050 0.08 0.05 0.05
H -0.763237 -1.664650 0.456330 0.07 -0.06 0.01
C -3.507265 0.355579 1.061037 0.05 -0.07 -0.10
H -3.972163 -0.199995 1.873740 -0.04 -0.05 0.15
H -2.941509 1.176737 1.495951 0.02 0.08 0.05
H -4.291406 0.767300 0.430181 -0.09 0.04 -0.01
C -3.412957 -1.751386 -0.287698 0.15 0.22 -0.11
H -3.826037 -2.330782 0.535380 -0.04 -0.04 0.10
H -2.776844 -2.397515 -0.887164 0.05 -0.13 -0.06
H -4.228889 -1.398692 -0.913399 -0.15 -0.01 -0.06
H -1.237499 3.216586 -2.073648 0.11 -0.13 -0.06
H -0.212612 1.889629 -2.634320 -0.23 0.01 -0.06
H 1.507371 -0.085614 -2.800592 -0.06 -0.07 -0.15
H 1.372130 -2.280836 -1.625647 -0.06 -0.07 -0.13
```
Forces are in eV/Å.

Values from the calculation:
orbital gap	9.03	eV
HOMO energy	-8.6	eV
SMILES string	CSc1ccc(S(=O)(=O)NCCSC(C)(C)C)cc1
DFT total energy	-1907.753471	Ha

Atomic partial charges in e from the natural (NBO) method, atoms 1 to 6: number 1, C, carries -0.743; number 2, H, carries 0.220; number 3, H, carries 0.241; number 4, H, carries 0.224; number 5, S, carries 0.276; number 6, C, carries -0.158


[2]
Molecular formula: C13H22BClFO5
Method: DFT, wB97M-V/def2-TZVPD

Geometry as XYZ:
```
43
Properties=species:S:1:pos:R:3:forces:R:3
C 2.084896 -4.230213 0.232748 0.05 0.04 -0.02
C 1.022610 -3.199985 0.649904 0.18 0.08 -0.16
C -0.012616 -2.946014 -0.436379 -0.09 -0.29 0.16
Cl 0.843294 -2.255409 -1.864603 0.00 -0.03 -0.14
C -1.226438 -2.050438 -0.065071 0.11 0.47 0.02
C -2.492648 -2.471062 -0.868841 -0.03 -0.28 -0.06
C -2.326922 -2.551541 -2.352108 0.05 0.03 0.10
O -2.569959 -1.757719 -3.189254 -0.04 0.01 -0.10
F -1.858131 -3.795250 -2.735419 -0.07 0.11 0.05
C -1.644490 -2.060275 1.447638 -0.19 -0.19 -0.06
O -2.148195 -0.790743 1.681672 -0.03 0.10 -0.07
B -1.184195 0.089568 0.936020 0.00 -0.13 0.09
C -1.804029 1.545070 0.599335 -0.11 -0.05 0.16
C -1.345946 2.695236 1.513367 -0.14 0.12 -0.17
C -0.290207 3.634343 0.911039 -0.01 -0.07 0.21
C 0.776297 2.901551 0.124954 0.04 -0.05 0.27
O 1.862229 3.848213 -0.084857 -0.27 0.26 -0.36
C 2.828051 3.487897 -0.934644 0.10 0.21 0.27
C 3.533344 4.683687 -1.527421 0.11 0.02 0.00
O 3.128020 2.353495 -1.181682 -0.06 -0.35 -0.23
O -0.963815 -0.713655 -0.319577 0.16 -0.04 0.00
H 1.809726 -4.735957 -0.693910 -0.04 -0.04 0.03
H 2.228071 -4.988972 1.003943 0.00 0.01 0.01
H 3.051163 -3.759654 0.056000 0.00 0.01 -0.05
H 0.509037 -3.552034 1.542082 -0.03 -0.04 0.00
H 1.500317 -2.250748 0.896499 -0.12 0.04 0.15
H -0.363741 -3.912863 -0.802325 -0.09 -0.01 0.09
H -3.256982 -1.727764 -0.655700 0.06 0.10 0.02
H -2.840496 -3.444699 -0.515601 0.06 -0.05 -0.07
H -2.410825 -2.821741 1.641739 0.04 -0.03 0.05
H -0.787559 -2.259280 2.099231 0.08 0.02 -0.04
H -0.124265 0.141029 1.607422 0.02 0.09 -0.10
H -2.892156 1.443345 0.691060 0.00 -0.03 -0.07
H -1.618327 1.768396 -0.457350 0.00 0.09 0.03
H -0.951535 2.292551 2.451195 -0.01 -0.10 -0.04
H -2.210540 3.312510 1.778267 0.08 0.06 0.13
H 0.214589 4.170202 1.721023 -0.02 0.06 -0.02
H -0.772651 4.394997 0.289805 0.08 -0.06 -0.15
H 1.127568 2.024711 0.666902 0.10 0.00 -0.02
H 0.419475 2.578267 -0.850791 0.05 -0.08 -0.01
H 4.288003 5.050819 -0.829886 -0.03 -0.01 0.03
H 2.838467 5.494078 -1.736533 -0.03 -0.02 0.04
H 4.031511 4.366052 -2.439891 0.03 0.02 0.01
```
Forces are in eV/Å.

Values from the calculation:
net charge	-1
orbital gap	7.80	eV
HOMO energy	-4.8	eV
relative energy (zero: lowest compared OMol25 entry of this formula, charge and spin)	0.00	kcal per mole
DFT total energy	-1469.809194	Ha

Atomic partial charges in e from the natural (NBO) method, atoms 1 to 6: number 1, C, carries -0.611; number 2, C, carries -0.429; number 3, C, carries -0.176; number 4, Cl, carries -0.078; number 5, C, carries 0.252; number 6, C, carries -0.554


[3]
Molecular formula: C13H22BNO9
Method: DFT, wB97M-V/def2-TZVPD

Geometry as XYZ:
```
46
Properties=species:S:1:pos:R:3:forces:R:3
N 5.326544 -3.668506 1.764343 1.67 -1.26 2.63
C 4.974837 -3.182091 0.813054 -2.62 0.99 -3.22
O 4.239650 -2.798286 -0.236714 1.22 0.79 1.19
C 3.825764 -1.489134 -0.136223 -0.48 1.68 -0.15
C 2.760250 -1.007962 -0.791689 -0.23 -1.10 -0.69
O 1.979221 -1.808991 -1.585727 -0.68 1.00 0.94
B 0.905601 -2.285360 -0.754548 -0.33 -0.97 0.00
O 1.165576 -3.478584 -0.045135 -0.47 0.69 -0.90
O -0.311266 -1.644389 -0.661613 1.70 0.39 0.53
C 2.558505 0.494841 -0.533152 2.96 -3.73 0.55
O 1.704473 1.197133 -0.857419 -1.72 1.89 -0.59
O 3.688231 0.819353 0.205651 -0.29 0.76 0.47
C 4.415114 -0.297289 0.634653 -1.99 -0.82 -2.07
O 5.241522 -0.218235 1.441508 1.66 -0.02 1.30
H 1.039186 -4.229290 -0.649409 0.29 0.08 0.44
H -0.462329 -1.440145 0.281853 -0.80 -0.44 -0.40
C -2.867029 -4.936360 1.765856 -0.15 0.07 0.01
C -1.840453 -3.842142 2.005441 -0.04 -0.18 0.02
O -2.351653 -2.530338 1.817423 0.22 0.21 -0.20
C -3.434180 -2.150569 2.653609 -0.07 0.01 0.12
C -3.104783 -2.193337 4.135752 0.12 -0.07 0.03
H -3.275143 -4.861446 0.755315 0.05 -0.02 0.03
H -2.408135 -5.919192 1.887950 0.01 0.05 -0.02
H -3.704038 -4.871265 2.462520 0.04 -0.06 0.05
H -1.026275 -3.958512 1.288993 -0.03 0.19 0.00
H -1.392815 -3.936053 3.000283 -0.06 -0.03 0.04
H -4.315735 -2.760304 2.429863 0.02 -0.05 0.05
H -3.689312 -1.126159 2.376304 0.12 -0.06 -0.13
H -2.847827 -3.199741 4.469532 -0.09 0.00 0.02
H -3.959586 -1.853617 4.722942 0.02 0.01 -0.04
H -2.251676 -1.547788 4.355444 -0.05 0.01 -0.01
C -1.186293 5.390619 -4.007203 0.02 -0.12 -0.01
C -0.819203 6.025273 -2.675917 0.03 -0.03 -0.09
O -0.782697 5.106705 -1.597636 -0.15 0.04 0.18
C 0.142705 4.036233 -1.714364 0.10 -0.01 -0.05
C 1.585764 4.493091 -1.842705 0.04 0.14 -0.06
H -2.156919 4.894374 -3.938050 0.02 0.06 0.00
H -1.235022 6.151034 -4.789059 -0.02 -0.01 0.04
H -0.456645 4.641113 -4.316964 0.04 0.06 -0.04
H -1.575547 6.768686 -2.418457 0.01 -0.09 0.16
H 0.131833 6.563686 -2.748368 0.03 -0.03 -0.07
H -0.138835 3.381697 -2.546258 0.07 0.01 -0.04
H 0.040014 3.440779 -0.806343 -0.14 0.12 -0.01
H 1.747780 5.090496 -2.741698 0.02 -0.08 -0.04
H 2.252743 3.631408 -1.887958 -0.05 0.01 0.03
H 1.868082 5.108563 -0.985680 -0.02 -0.05 0.00
```
Forces are in eV/Å.

Values from the calculation:
orbital gap	8.35	eV
HOMO energy	-9.5	eV
SMILES string	N#COC1=C(OB(O)O)C(=O)OC1=O.CCOCC.CCOCC
DFT total energy	-1265.327251	Ha

Atomic partial charges in e from the natural (NBO) method, atoms 1 to 6: number 1, N, carries -0.326; number 2, C, carries 0.514; number 3, O, carries -0.417; number 4, C, carries 0.145; number 5, C, carries 0.169; number 6, O, carries -0.681


[4]
Molecular formula: C13H22Cl3N3O2S
Method: DFT, wB97M-V/def2-TZVPD

Geometry as XYZ:
```
44
Properties=species:S:1:pos:R:3:forces:R:3
C -4.538222 -3.792987 -0.354822 -1.03 -0.37 -2.85
H -3.935790 -4.296421 0.386545 -0.34 -0.30 0.36
C -3.702832 -2.426383 -0.873842 -5.62 -2.81 1.63
C -3.846299 -1.462502 0.201209 -2.72 3.22 1.14
C -3.218316 -1.992426 1.402137 -3.91 3.64 8.15
H -3.352969 -1.040936 2.277045 0.46 -2.03 -2.19
H -3.898886 -2.748530 2.190710 2.15 1.50 -3.03
C -1.810227 -2.255541 1.286222 0.78 2.63 2.08
C -0.984011 -1.296199 0.513278 0.38 0.74 1.27
O -0.290977 -1.703623 -0.403824 -0.35 1.56 0.62
N -0.916735 0.124592 1.158191 1.18 -11.99 -5.41
H -1.500110 0.218548 1.866234 -2.62 1.40 3.93
C -0.103011 0.860150 0.462752 -2.14 13.09 5.37
N 1.036131 0.714483 -0.137293 0.76 -5.13 -7.86
C 2.226559 0.492046 0.317261 -3.62 5.68 12.61
N 3.172390 -0.038451 -0.160149 7.47 -3.68 -5.32
C 4.473273 -0.680287 0.407644 -1.58 13.95 2.69
H 4.479234 -0.154873 1.440249 0.19 -1.36 -1.19
C 4.438521 -1.940904 0.346377 -3.75 -13.91 1.47
H 5.221149 -2.436505 0.926948 0.36 -0.08 -0.83
O 4.115625 -2.604890 -0.966179 1.59 1.78 3.22
C 2.894500 -1.994222 -1.357533 2.71 -2.35 -6.13
H 2.979257 -2.432364 -2.446868 -1.10 1.21 1.40
C 3.036314 -0.510126 -1.444473 0.74 0.35 -8.23
H 2.236705 0.025764 -2.380012 1.86 -1.44 3.69
H 4.086596 -0.270861 -2.186859 -2.75 -0.87 2.58
H 2.115612 -2.554203 -0.959473 -1.97 0.10 1.46
H 3.523740 -2.163135 1.024651 0.89 -0.63 -0.83
H 5.228642 -0.257524 -0.124308 2.16 1.77 -1.87
S 2.503549 1.035340 2.056404 -0.64 -0.32 -1.44
H 0.781869 -0.001388 -0.883496 1.06 1.13 0.09
H 0.197255 1.655856 1.275330 -0.08 -0.70 -0.64
C -1.013243 1.930222 -0.312717 -0.10 -0.31 -1.92
Cl -1.599112 0.836039 -1.773454 0.34 1.52 0.33
Cl -2.508707 2.328728 0.591798 0.90 0.30 -0.48
Cl -0.125003 3.531262 -0.840665 -1.22 -2.38 0.55
H -1.315768 -2.383342 2.228085 0.19 1.13 1.44
H -1.751146 -3.223211 1.173366 1.14 -5.28 -3.02
H -4.961336 -1.123896 0.445832 1.83 -1.41 -0.61
H -3.527380 -0.409719 -0.072032 0.65 -1.24 0.24
H -2.745719 -2.821989 -0.940977 1.77 0.03 -1.69
H -4.471970 -2.042145 -1.507726 0.97 -0.07 -2.51
H -4.718753 -4.531848 -1.244485 1.12 1.20 1.26
H -5.660757 -3.710882 -0.114930 1.86 0.73 0.49
```
Forces are in eV/Å.

Values from the calculation:
orbital gap	7.88	eV
HOMO energy	-7.8	eV
relative energy (zero: lowest compared OMol25 entry of this formula, charge and spin)	316.83	kcal per mole
DFT total energy	-2601.597503	Ha

Atomic partial charges in e from the natural (NBO) method, atoms 1 to 6: number 1, C, carries -0.636; number 2, H, carries 0.195; number 3, C, carries -0.448; number 4, C, carries -0.453; number 5, C, carries -0.363; number 6, H, carries 0.165


[5]
Molecular formula: C13H22NO
Method: DFT, wB97M-V/def2-TZVPD

Geometry as XYZ:
```
37
Properties=species:S:1:pos:R:3:forces:R:3
C -4.352840 -0.317063 0.168194 -0.47 0.44 1.40
C -3.710405 0.449190 1.128843 2.83 -0.64 0.30
C -3.672537 -0.824273 -0.898935 0.56 1.62 -0.05
C -2.300351 0.737092 0.967088 -2.70 -0.72 -0.65
C -2.386192 -0.469260 -1.123571 1.51 0.05 -0.47
C -1.683695 0.295644 -0.200311 1.32 0.66 0.76
C 3.092435 -1.154245 0.470438 0.21 -0.70 -0.80
C -0.089051 2.105026 0.241479 -2.38 2.87 -4.31
C -0.015826 0.892208 -1.888827 0.00 -3.36 -1.79
C 0.213520 -1.599906 -0.114546 -1.46 0.96 -0.45
C 0.807430 -0.095797 1.622386 -1.64 -0.52 3.50
C 2.213091 -0.216824 -0.369963 0.61 -0.75 1.03
C -0.210911 0.793592 -0.438597 -1.21 -1.16 0.96
N 0.765372 -0.278584 0.211491 -0.20 0.38 -1.70
O 2.667126 1.086445 -0.371205 -2.99 -0.76 -3.26
H -5.397182 -0.487248 0.254675 -0.77 -0.22 0.17
H -4.085312 0.650679 2.120106 -0.76 0.42 -0.25
H -4.074983 -1.118434 -1.794990 -1.93 -1.62 -1.40
H -1.810668 1.396572 1.676578 -0.24 -0.34 -0.05
H -2.001175 -0.776624 -2.110958 0.23 0.30 0.79
H 3.543241 -0.799248 1.392125 -0.07 0.61 -0.10
H 3.868377 -1.583091 -0.169097 0.15 0.43 0.06
H 2.525508 -2.024328 0.744741 -0.13 -0.37 0.22
H 0.678337 2.741220 -0.241960 -0.28 -0.41 0.64
H -1.183132 2.579982 -0.088800 3.11 -0.57 1.22
H -0.007893 2.044484 1.257087 0.14 0.32 2.44
H 0.816697 1.431351 -2.232960 1.13 0.84 -0.21
H 0.045565 -0.181316 -2.357218 0.02 2.02 0.64
H -0.924305 1.268873 -2.294424 -0.50 0.68 -0.51
H 0.097130 -1.663202 -1.165477 0.65 -0.49 -1.06
H 0.810921 -2.297411 0.335192 1.26 -2.04 0.60
H -0.817834 -1.726901 0.175337 0.07 0.19 0.93
H 1.539559 0.713626 1.904705 -1.38 -0.62 -0.13
H -0.328408 -0.044525 1.980441 2.64 0.69 -0.52
H 1.102806 -1.016633 2.178384 0.22 0.52 -0.83
H 2.116936 -0.686149 -1.371258 0.06 0.94 0.35
H 3.279757 1.286489 0.266475 2.38 0.33 2.53
```
Forces are in eV/Å.

Values from the calculation:
net charge	+1
orbital gap	10.19	eV
HOMO energy	-12.6	eV
SMILES string	C[C@H](O)[N+](C)(C)C(C)(C)c1ccccc1
relative energy (zero: lowest compared OMol25 entry of this formula, charge and spin)	57.04	kcal per mole
DFT total energy	-638.212554	Ha

Atomic partial charges in e from the natural (NBO) method, atoms 1 to 6: number 1, C, carries -0.172; number 2, C, carries -0.186; number 3, C, carries -0.206; number 4, C, carries -0.223; number 5, C, carries -0.218; number 6, C, carries -0.085


[6]
Molecular formula: C13H22NO4
Method: DFT, wB97M-V/def2-TZVPD

Geometry as XYZ:
```
40
Properties=species:S:1:pos:R:3:forces:R:3
C -4.849343 -1.392487 0.865278 -0.32 -0.05 0.12
H -5.031942 -2.454770 1.015857 -0.04 0.10 0.01
H -5.544808 -1.008335 0.114810 0.03 0.00 0.02
H -4.993464 -0.863450 1.810960 0.01 -0.01 -0.05
O -3.510421 -1.303040 0.422860 0.48 0.15 -0.14
C -3.000314 -0.086999 0.106836 0.11 -0.04 -0.01
C -3.689754 1.112330 0.263738 -0.02 -0.18 0.00
C -3.092474 2.324890 -0.026546 0.07 0.02 -0.03
C -1.789075 2.367739 -0.479143 0.02 -0.08 -0.01
C -1.086743 1.186743 -0.672988 -0.04 -0.24 0.04
C -1.684704 -0.045444 -0.391179 -0.06 0.12 -0.04
O -0.879879 -1.154740 -0.578536 -0.17 0.53 0.29
C -1.459095 -2.385019 -0.994649 -0.06 -0.64 -0.16
H -1.913710 -2.913758 -0.157546 0.07 0.08 -0.12
H -0.633597 -2.970911 -1.398195 -0.08 0.02 -0.01
H -2.204747 -2.223412 -1.772908 0.02 0.04 0.02
C 0.324077 1.206380 -1.201007 -0.49 0.15 -0.34
N 1.230894 0.443772 -0.307167 0.28 -0.27 -0.04
H 2.173965 0.320718 -0.754492 -0.38 0.04 0.01
C 1.395757 1.042536 1.030978 0.38 -0.07 0.75
H 1.817638 2.042882 0.915168 -0.08 -0.05 -0.08
H 0.420380 1.117701 1.514202 0.01 -0.01 -0.10
C 2.352473 0.203509 1.888448 -0.27 0.24 -0.03
O 3.665998 0.268874 1.394816 0.00 0.11 -0.25
C 4.180900 -0.841469 0.681420 0.37 0.06 -0.38
C 4.699197 -0.400985 -0.686373 0.21 -0.21 0.63
H 5.309608 -1.200602 -1.115801 -0.03 0.04 0.05
H 5.309402 0.498110 -0.558066 0.00 -0.10 -0.01
O 3.591394 -0.125225 -1.542908 -0.05 0.06 -0.18
H 3.924963 0.186038 -2.391362 -0.09 0.01 0.00
H 3.425936 -1.625601 0.557944 0.01 0.00 0.02
H 5.022970 -1.254338 1.248217 -0.11 -0.03 -0.09
H 2.368713 0.628505 2.896980 -0.13 -0.09 -0.11
H 1.997295 -0.831879 1.956170 0.02 0.02 0.04
H 0.782855 -0.486992 -0.222869 0.22 0.18 -0.02
H 0.681057 2.233210 -1.289822 0.08 -0.12 0.04
H 0.357997 0.732471 -2.185794 0.14 0.01 0.10
H -1.318660 3.312386 -0.699718 0.08 0.14 -0.03
H -3.648715 3.237518 0.111385 -0.07 0.10 0.02
H -4.702040 1.103147 0.631018 -0.11 -0.05 0.05
```
Forces are in eV/Å.

Values from the calculation:
net charge	+1
orbital gap	9.20	eV
HOMO energy	-11.5	eV
SMILES string	COc1cccc(C[NH2+]CCOCCO)c1OC
relative energy (zero: lowest compared OMol25 entry of this formula, charge and spin)	0.00	kcal per mole
DFT total energy	-864.015403	Ha

Atomic partial charges in e from the natural (NBO) method, atoms 1 to 6: number 1, C, carries -0.256; number 2, H, carries 0.212; number 3, H, carries 0.187; number 4, H, carries 0.186; number 5, O, carries -0.500; number 6, C, carries 0.249